{"formula": "C3H7N3O", "method": "the ωB97M-V functional and the def2-TZVPD basis", "symbols": ["N", "N", "H", "H", "H", "H", "O", "C", "H", "H", "N", "H", "C", "C"], "xyz": [[1.476470, -0.438263, 2.089787], [-0.703639, 0.174813, 1.016847], [-1.107008, 2.010112, 0.662013], [1.054241, 0.711910, -1.575389], [0.778698, -0.900097, 2.698747], [-1.118848, -0.759395, -2.212596], [-1.413636, 1.352421, 1.310260], [-1.460194, -0.462900, -1.224564], [-2.506107, -0.615480, -0.977948], [1.174286, -1.100453, -1.442331], [1.013763, 0.419560, 1.389201], [2.214045, -0.121031, -0.539733], [1.196901, -0.145898, -0.920411], [-0.598970, -0.125301, -0.273885]], "atomic_forces_ev_per_a": [[-0.58, 1.58, 0.54], [0.99, 0.55, 3.12], [-0.15, 0.02, 0.04], [0.30, -0.28, -0.34], [-0.19, -0.58, -0.62], [0.01, 0.24, 0.19], [0.39, -0.17, -0.34], [-0.13, -0.25, 0.57], [0.02, 0.26, -0.11], [-0.39, 0.16, -0.43], [-1.05, -0.90, 0.20], [-0.51, 0.35, 1.07], [-2.54, -0.28, -1.01], [3.84, -0.71, -2.90]], "homo_energy_ev": [-8.6, -8.6]}

=====

{"formula": "C57H46AsN2OP2Pt", "method": "the ωB97M-V functional and the def2-TZVPD basis", "symbols": ["C", "H", "C", "As", "C", "C", "C", "H", "C", "H", "H", "H", "H", "C", "Pt", "N", "C", "C", "C", "H", "H", "H", "H", "C", "H", "H", "C", "C", "C", "N", "C", "C", "C", "H", "C", "H", "C", "H", "H", "C", "H", "C", "C", "C", "C", "H", "H", "H", "H", "C", "H", "H", "H", "C", "C", "C", "H", "H", "P", "C", "C", "C", "C", "C", "C", "C", "C", "C", "C", "C", "C", "C", "C", "C", "H", "H", "C", "C", "H", "H", "H", "H", "C", "C", "H", "H", "C", "C", "H", "H", "H", "H", "C", "C", "H", "C", "H", "H", "H", "H", "C", "C", "H", "H", "C", "H", "O", "P", "C", "C"], "xyz": [[-6.013853, 0.733511, 1.844750], [0.510484, -1.354019, 1.939812], [6.482169, 0.935543, -1.816457], [-1.864369, 0.116484, 2.367411], [-0.898773, -4.737856, -0.475667], [-1.258389, 1.323447, 6.306364], [-0.244736, -2.106709, 1.756244], [7.318437, 1.416055, -1.326147], [2.985106, -4.018089, -2.137474], [2.625365, 1.691609, 1.655901], [-2.930381, -4.098473, -1.110877], [7.573754, 0.522369, -3.617156], [-1.189430, 6.628747, -1.643377], [-0.810168, 5.821738, -1.030810], [0.180755, -0.226624, -1.421367], [2.193941, 1.872857, -0.920315], [2.118191, 2.533906, -5.319403], [-4.010804, 0.793038, -1.939395], [-1.731883, 0.103091, 4.293070], [-2.231548, 1.932343, -1.637661], [-6.930858, 0.159091, 1.848689], [-1.180267, 2.585449, -6.073759], [-1.345304, 2.267443, -3.643218], [5.271116, 0.816859, -1.154858], [-2.735676, 2.769721, 1.826065], [-3.618595, -2.518408, 2.121845], [0.146108, 3.741506, 0.544630], [3.242000, 0.248497, 3.122004], [-1.612144, -1.725138, 1.867102], [-0.175251, -2.228282, -1.564189], [-0.690646, 5.984732, 0.340912], [-2.594001, -2.741617, 1.861800], [-3.777761, -1.593457, -1.954597], [3.966924, -3.817690, -2.546545], [-0.440692, 4.624413, -1.627514], [3.414420, -6.067907, -1.656599], [0.049120, 3.585474, -0.841001], [0.487319, 2.909697, 1.151066], [-4.784424, -0.982381, 2.138764], [-2.099206, -0.928854, 6.430163], [2.935898, 2.348076, -3.349197], [0.786057, 2.310975, -3.324862], [-2.409528, -1.450057, -1.750506], [0.967361, 2.612803, -6.087214], [-1.884084, -3.829071, -1.112493], [1.037807, 2.736388, -7.159690], [-0.124217, 5.071934, 2.199983], [-0.632729, -5.395417, 1.555516], [3.494674, -0.737226, -3.592568], [-4.795809, 0.089026, 2.006811], [-4.915024, 3.923768, 1.562394], [2.223388, -2.046997, -2.546895], [3.090446, 2.585550, -5.792219], [-4.881013, 2.848611, 1.682132], [-1.814117, -0.181420, -1.681026], [3.646536, -1.057769, 3.349596], [-0.926917, 2.226518, 6.802280], [3.142152, 0.937138, 3.950671], [0.631993, 2.022497, -1.534433], [-0.212331, 4.944265, 1.128746], [2.029813, 2.390745, -3.940980], [-2.139007, -0.992782, 5.044236], [0.448333, -4.523043, -1.094400], [-3.661945, 2.208230, 1.842785], [-0.892765, -4.424873, 1.123586], [0.767631, -3.252547, -1.581125], [-6.056770, 2.110976, 1.684765], [1.407968, -5.523535, -1.129620], [-0.370256, 2.365758, -4.106084], [3.479724, -1.522671, 1.001369], [2.033161, -3.018179, -2.116831], [2.674886, -5.278853, -1.640380], [-2.642140, 0.935326, -1.743763], [6.625232, 0.434313, -3.104306], [-0.952494, 2.095550, 4.317218], [-4.640520, 1.672345, -1.988227], [3.775539, -1.944374, 2.286178], [-1.495872, -2.574151, -1.506076], [-3.028693, -4.789574, 1.585454], [-1.185632, -5.786177, -0.556417], [1.163940, -3.669756, 1.495194], [-1.642868, 0.277302, 8.139895], [-4.576311, -0.467694, -2.067662], [4.332513, -0.284856, -3.077358], [2.877543, 2.619828, -0.916383], [-0.514095, 4.515474, -2.700766], [2.955496, 0.677464, 1.832951], [-1.285679, 1.259505, 4.921639], [-2.411633, -1.782097, 7.017835], [-4.220254, -2.579500, -2.031670], [5.655183, -0.563350, -4.738607], [-0.970214, 6.924810, 0.798305], [-2.264743, -4.020620, 1.562068], [-1.666222, 0.229914, 7.059136], [3.567409, -2.213902, 0.167345], [0.118520, -3.386396, 1.488340], [-2.479789, -1.898054, 4.555193], [1.156217, -6.506465, -0.748770], [4.096858, -2.962913, 2.462361], [3.861627, -1.390136, 4.356832], [-3.618230, 0.827227, 2.002575], [4.185014, 0.207358, -1.784288], [5.175156, 1.187177, -0.140366], [-5.639366, -0.573898, -2.238059], [-0.278920, 2.530287, -5.477711], [-7.009641, 2.610277, 1.567197], [-0.700405, 1.094096, 1.735924], [2.578853, 0.208596, -0.921409], [3.069990, -0.207406, 0.771099], [5.551285, -0.176422, -3.733445]], "atomic_forces_ev_per_a": [[0.00, -0.01, -0.03], [0.15, 0.09, -0.01], [0.02, 0.02, -0.01], [0.14, 0.05, 0.11], [0.03, 0.11, 0.03], [0.00, -0.01, 0.03], [0.01, -0.15, -0.02], [0.00, -0.01, 0.01], [0.02, 0.00, -0.02], [-0.06, 0.03, 0.02], [0.00, 0.09, 0.04], [0.00, 0.00, 0.01], [0.02, 0.01, 0.00], [-0.04, 0.01, -0.03], [0.48, 0.96, -0.21], [0.13, -0.01, 0.08], [0.02, 0.00, -0.03], [0.00, 0.03, 0.01], [-0.12, -0.05, -0.02], [-0.03, 0.02, 0.08], [0.00, 0.00, 0.00], [0.00, -0.01, 0.00], [0.02, 0.00, -0.05], [0.03, -0.07, 0.03], [0.04, 0.02, 0.00], [0.00, -0.02, -0.03], [0.07, -0.11, 0.00], [0.02, 0.01, 0.05], [0.11, 0.06, 0.07], [-0.52, -0.54, 0.12], [-0.01, -0.03, 0.00], [-0.04, 0.10, -0.01], [0.05, -0.04, 0.04], [-0.01, -0.01, -0.04], [0.05, 0.00, -0.01], [-0.01, -0.01, -0.01], [-0.25, -0.27, 0.23], [-0.09, 0.06, 0.01], [-0.03, 0.01, 0.02], [-0.02, -0.02, -0.01], [0.01, -0.04, -0.03], [-0.11, 0.11, 0.04], [-0.07, 0.10, 0.09], [-0.01, 0.00, 0.02], [0.00, -0.09, -0.03], [0.00, -0.01, 0.00], [0.00, -0.02, 0.00], [0.10, 0.06, 0.14], [-0.05, 0.01, 0.00], [-0.01, 0.04, 0.00], [0.01, 0.00, -0.01], [0.06, -0.01, 0.02], [0.00, 0.02, 0.01], [-0.03, -0.01, 0.01], [0.04, -0.02, 0.18], [0.00, -0.01, 0.02], [0.03, -0.01, -0.02], [0.00, 0.00, 0.00], [0.42, -0.33, -0.45], [-0.02, 0.02, -0.02], [0.00, 0.11, 0.07], [0.02, 0.04, 0.00], [0.05, -0.21, 0.27], [0.07, 0.00, -0.13], [0.07, 0.02, -0.11], [0.16, -0.07, 0.04], [-0.01, 0.00, -0.01], [0.03, 0.00, 0.03], [0.02, -0.02, -0.01], [0.03, 0.00, -0.08], [-0.05, 0.04, -0.05], [-0.02, 0.00, 0.05], [-0.05, -0.09, -0.05], [-0.03, 0.00, 0.00], [-0.02, 0.01, 0.03], [0.00, 0.01, 0.00], [-0.05, 0.02, -0.01], [0.32, 0.25, -0.08], [-0.02, 0.01, -0.01], [-0.12, 0.02, -0.13], [0.00, 0.06, -0.09], [0.00, 0.02, 0.00], [-0.05, -0.03, 0.02], [-0.05, 0.03, -0.03], [0.00, 0.00, 0.04], [-0.01, 0.01, 0.00], [-0.09, 0.01, -0.03], [0.04, 0.01, -0.07], [0.01, 0.00, 0.01], [-0.03, 0.01, 0.00], [0.01, 0.00, 0.00], [-0.01, 0.00, 0.00], [-0.10, -0.36, -0.07], [0.01, -0.02, -0.01], [0.00, -0.01, 0.07], [-0.12, 0.12, -0.10], [0.00, -0.01, 0.01], [0.02, -0.01, 0.00], [0.01, 0.00, 0.00], [0.01, 0.01, 0.00], [0.01, -0.11, -0.02], [-0.17, -0.21, -0.15], [0.01, -0.01, 0.00], [0.00, 0.01, 0.01], [0.01, 0.00, -0.01], [0.00, 0.00, -0.01], [0.06, -0.04, -0.05], [-0.40, 0.45, 0.29], [-0.12, -0.20, -0.04], [0.00, 0.00, -0.01]], "homo_energy_ev": [-9.7, -10.4], "s_squared": 2.07, "charge": 1, "multiplicity": 3}

=====

{"formula": "C31H62As3BrCrN4O4S2Si", "method": "the ωB97M-V functional and the def2-TZVPD basis", "symbols": ["H", "C", "C", "H", "N", "H", "O", "H", "H", "S", "H", "C", "H", "C", "H", "H", "H", "C", "N", "H", "C", "O", "H", "As", "C", "C", "C", "N", "C", "C", "H", "C", "H", "H", "H", "C", "H", "C", "H", "C", "Cr", "H", "H", "H", "H", "H", "C", "H", "S", "H", "H", "H", "C", "H", "H", "H", "H", "H", "C", "H", "C", "As", "C", "H", "H", "C", "C", "Si", "N", "H", "H", "H", "C", "H", "H", "C", "H", "H", "H", "C", "H", "H", "C", "C", "C", "C", "C", "H", "H", "H", "H", "C", "H", "H", "O", "Br", "H", "H", "O", "H", "As", "H", "H", "H", "H", "H", "H", "H", "H"], "xyz": [[-5.306872, 1.844302, 2.608070], [2.802448, 0.954883, 0.971620], [4.058495, -2.197972, -1.826340], [-5.115878, 1.131844, -3.816168], [-0.192446, -1.706876, 2.295873], [-5.335469, -1.638969, -0.548591], [-2.575063, 2.417574, -0.644900], [-1.878985, 0.470014, 3.286759], [0.207646, 1.505090, 2.256613], [-1.681788, -0.414856, -1.660971], [5.163397, -3.671021, 1.603626], [0.286207, -4.006502, 0.380406], [-1.906550, -2.024779, 3.452862], [0.850275, -5.155788, -0.122558], [4.788650, -0.961132, 1.842618], [4.889088, 1.311712, 2.486435], [6.676062, 3.861719, -0.008400], [7.868787, 0.191467, 0.598472], [0.068873, -2.911923, -0.359390], [-4.508322, 4.861172, -1.949141], [4.705394, -0.788044, 0.763563], [-2.609385, -4.258862, -1.250593], [2.691405, 0.650022, 2.017714], [1.044998, 0.434864, 0.103627], [-2.835461, 3.632387, -1.377956], [7.283133, 2.965758, -0.137641], [-4.357331, -0.641365, 2.517309], [1.113669, -1.686115, 2.602380], [4.462813, 1.059997, -0.933530], [-5.187422, -1.543805, -1.627622], [2.307298, -1.924135, 4.333720], [-2.112449, 4.732078, -0.612705], [-0.912952, 1.848129, 0.928839], [8.945250, 0.360960, 0.552134], [-2.453612, 4.424385, -3.338955], [-2.701457, 1.162122, 3.107465], [-0.017826, -3.965443, 1.416397], [4.260479, 0.663568, 0.530779], [-3.242515, 1.312348, 4.042512], [-0.831880, -1.931834, 3.441466], [-0.981853, -1.361838, 0.349202], [4.771043, 2.608222, 1.325701], [-2.284822, 2.120430, 2.791703], [-1.191589, 3.331337, -2.757022], [-6.896971, 1.428475, -1.925151], [7.510499, 0.015070, -0.416465], [0.077370, -2.049111, 4.496511], [-4.851285, 3.118641, -1.960792], [-3.138282, -3.669537, -0.022505], [-5.904848, -2.185933, -2.140505], [0.173481, 1.789830, -1.805530], [5.030057, -1.728391, -1.977576], [-2.268990, 3.502359, -2.785940], [5.699705, -0.924154, 0.344068], [3.298867, -1.645151, -2.378455], [-5.332841, 1.391560, 0.899962], [2.685572, 2.039565, 0.957884], [-0.144748, -2.213197, 5.536805], [0.383039, -2.969718, -1.660316], [-4.179343, -1.878201, -1.874499], [5.107896, 1.572637, 1.446699], [7.097666, 1.800033, 1.432331], [-3.646419, 0.621799, 2.040168], [3.788345, 0.508027, -1.587073], [-3.701168, -1.498902, 2.435366], [1.177156, 1.475378, -1.539131], [-4.332686, 3.916899, -1.431963], [-3.055510, 0.874142, -0.693010], [-2.429348, -2.521965, 0.618633], [-7.496596, -0.142050, -2.491614], [-5.667665, -0.518904, -4.152101], [0.175489, -2.086449, -2.247715], [0.931417, -4.085011, -2.254271], [-2.739365, 2.669843, -3.316721], [4.631491, -4.630927, 0.217398], [-6.815918, 0.348425, -1.794801], [1.154131, -4.083717, -3.311799], [1.018693, -6.006578, 0.521679], [8.325338, 3.275410, -0.209514], [-5.012895, 0.085115, -3.522463], [-3.978645, -0.224972, -3.688247], [1.804954, -1.633643, 1.862752], [-4.686814, 1.692667, 1.723820], [1.186934, -5.193097, -1.466956], [-5.383385, -0.097313, -2.056166], [4.977840, -3.645708, 0.530438], [1.315815, -1.893830, 3.911663], [4.092836, -3.214778, -2.216840], [-4.676902, -0.524281, 3.554429], [7.003381, 2.474307, -1.069040], [-2.286119, 5.698563, -1.088035], [0.134297, 1.776492, 1.202508], [5.913351, -3.423464, 0.015995], [-4.746437, 3.985361, -0.424356], [-4.553043, 0.788033, -1.271081], [2.007779, -6.711332, -2.199418], [4.280128, 2.127948, -1.071768], [-7.115603, 0.098501, -0.774895], [-2.815419, 0.306896, 0.863219], [-2.474338, 4.776871, 0.416350], [3.628147, -2.288460, 0.087427], [0.604744, 2.748536, 1.057790], [7.702178, -0.691475, 1.213373], [-5.239731, -0.841683, 1.905038], [5.487575, 0.848534, -1.243084], [1.812284, 2.342729, -1.369265], [-1.038207, 4.536669, -0.596125], [1.574563, 0.882228, -2.360800], [-4.206948, 2.639270, 1.468339]], "atomic_forces_ev_per_a": [[0.02, 0.01, 0.01], [0.04, -0.34, 0.06], [-0.12, 0.01, -0.01], [-0.04, -0.02, 0.01], [-0.25, 0.01, -0.09], [-0.06, -0.01, -0.04], [-0.05, 0.20, 0.05], [0.01, -0.01, 0.05], [0.04, -0.07, -0.03], [-0.04, -0.02, -0.17], [-0.05, 0.03, 0.01], [-0.05, -0.02, 0.15], [0.06, 0.07, -0.03], [0.08, -0.11, -0.03], [0.00, -0.05, 0.01], [-0.01, -0.01, -0.01], [0.00, -0.01, 0.03], [0.01, 0.00, -0.02], [0.28, -0.46, -0.52], [-0.01, -0.02, 0.03], [-0.12, 0.13, 0.04], [-0.05, 0.16, 0.25], [-0.05, 0.03, 0.02], [0.58, 0.92, 0.21], [-0.02, 0.09, -0.09], [0.00, -0.01, -0.06], [0.06, 0.05, -0.21], [0.07, 0.04, 0.19], [0.00, -0.06, 0.15], [0.10, 0.10, 0.09], [-0.01, 0.02, -0.06], [0.00, -0.07, 0.00], [0.01, 0.03, -0.04], [-0.02, 0.04, 0.01], [0.00, -0.05, -0.06], [0.01, -0.02, -0.11], [0.00, 0.04, 0.00], [-0.18, -0.09, -0.27], [0.02, 0.01, -0.01], [-0.03, -0.11, 0.06], [-0.23, 0.90, 0.09], [0.02, 0.00, 0.01], [0.00, -0.05, 0.03], [-0.02, 0.00, 0.01], [-0.04, -0.02, -0.04], [-0.01, -0.01, 0.03], [-0.05, 0.03, 0.01], [-0.03, 0.06, -0.01], [0.45, 0.19, -0.04], [0.01, 0.00, 0.02], [-0.08, 0.02, 0.02], [0.00, -0.02, 0.02], [-0.02, -0.08, 0.05], [0.01, 0.00, 0.05], [0.02, 0.01, 0.00], [-0.03, 0.01, 0.06], [-0.04, 0.02, 0.04], [0.04, -0.03, -0.05], [0.02, 0.16, -0.04], [-0.02, -0.01, -0.05], [0.13, 0.00, 0.06], [-0.05, 0.02, -0.09], [0.03, 0.22, 0.28], [0.02, 0.02, -0.06], [0.06, -0.14, 0.03], [-0.05, -0.16, -0.08], [0.07, -0.12, 0.05], [0.50, -0.54, -0.09], [-0.87, -0.89, 0.18], [-0.01, -0.01, 0.05], [0.04, 0.00, -0.01], [0.00, 0.00, 0.00], [0.12, -0.06, -0.08], [0.00, 0.06, 0.00], [-0.02, 0.03, 0.00], [0.09, 0.05, 0.02], [0.00, 0.03, 0.03], [-0.02, 0.02, 0.00], [0.00, 0.00, 0.02], [0.08, 0.05, 0.07], [-0.04, 0.00, -0.03], [0.05, -0.07, -0.16], [0.13, 0.03, -0.11], [0.05, 0.03, 0.05], [-0.09, -0.03, -0.11], [-0.07, -0.04, -0.02], [-0.03, -0.04, 0.06], [-0.03, -0.03, 0.01], [-0.04, 0.05, -0.07], [-0.01, 0.01, 0.04], [0.03, -0.01, 0.03], [-0.08, 0.01, 0.02], [-0.02, 0.03, 0.01], [0.00, 0.03, -0.03], [-0.10, -0.05, 0.08], [-0.06, 0.03, 0.02], [0.00, -0.02, -0.03], [-0.01, 0.02, -0.02], [-0.24, -0.10, 0.16], [0.00, 0.02, -0.03], [0.19, -0.04, -0.01], [0.04, 0.00, -0.05], [0.00, 0.01, 0.01], [0.05, -0.03, 0.00], [-0.05, 0.02, -0.03], [0.03, -0.02, 0.05], [-0.02, 0.01, 0.01], [0.03, -0.01, 0.02], [-0.04, -0.03, 0.02]], "homo_energy_ev": [-10.5, -10.5], "s_squared": 3.81, "charge": 1, "multiplicity": 4}

=====

DFT total energy: -9735.11001, -147541.40366, -357831.85238 (eV)
Relative energy (zero: lowest compared OMol25 entry of this formula, charge and spin): 764.5, 23.3, 71.0 (kJ/mol)